Entry 1:
Computed, not measured: a structure of composition C33H34N3O2PPd in a non-equilibrium geometry, with wB97M-V/def2-TZVPD.

Geometry as XYZ:
```
74
Properties=species:S:1:pos:R:3
C -2.40229 -0.07255 2.63010
C 0.19787 1.80111 0.30572
H -0.29197 -6.54398 -0.60615
C -2.36525 0.56117 5.34299
C 1.28147 0.29742 2.93382
C 5.17822 0.53927 0.97935
C -0.22565 -3.11077 -2.49167
O -1.71326 -1.06441 0.57035
H -2.32698 0.80412 6.39646
N 0.72463 -2.24960 -0.35720
H 0.19038 -2.56939 1.96181
C 4.57586 1.38094 -1.22049
H 1.34093 5.49390 0.47512
H 7.92610 1.41739 -0.78810
N 0.16846 -4.51997 -0.57073
C 0.60534 -2.06065 -1.78656
N 0.16120 -3.46441 1.49826
C -0.75024 2.80432 0.35885
H 1.32566 -4.61755 -2.34200
H -4.58477 -0.54747 0.59848
C 5.91362 1.59175 -1.50394
H 1.58900 -1.95238 -2.25217
H -0.25703 0.42929 5.20835
H -0.15941 -3.00798 -3.57310
H 3.82013 1.61702 -1.96046
C 6.51256 0.75253 0.67882
H -4.04010 1.11904 0.79340
H -0.94631 -6.63568 1.81461
H 1.08089 -6.13507 0.42424
C 2.18422 -0.22474 1.82703
C -0.31741 4.12852 0.41720
H 7.26840 0.52006 1.41643
C -0.26119 -4.64428 2.25097
H -0.31366 -5.26572 -2.44779
C -1.17589 0.34808 4.66047
C 2.39908 -1.35342 4.40111
C 1.78859 -0.17233 4.27856
C 0.08406 -5.81266 0.10608
C 2.79656 -2.08798 3.22383
C 4.21254 0.86976 0.02896
H 3.05692 3.69027 0.39271
C 2.77556 -1.49059 1.99364
H 6.20239 1.99958 -2.46274
H 1.69146 0.48882 5.12616
P 2.47341 0.62965 0.33032
H 0.59353 -5.06115 2.79047
H -1.27210 -3.01635 -2.19372
H -1.00380 -4.33941 2.98764
C -3.58114 0.46438 4.69019
C 1.03820 4.45699 0.42726
C -2.53982 -0.38556 1.19178
H -4.50966 0.63235 5.21634
C -3.74016 0.13082 0.45047
C 1.99850 3.45856 0.38877
H 1.17501 1.38285 2.88784
Pd 0.22149 -0.18165 -0.03797
H -3.51543 0.14742 -0.61315
H -1.05326 4.92223 0.43806
H 3.29124 -1.96043 1.16554
H -1.81099 2.58649 0.33219
H 4.89987 0.15036 1.95020
H -1.82360 -5.36317 0.95878
C -3.58256 0.16575 3.34370
O -0.02752 -0.26850 2.59639
C 1.55022 2.13911 0.37460
C 0.33193 -3.40266 0.16226
C 6.87962 1.26777 -0.55911
C 0.28856 -4.46070 -2.02891
C -0.83778 -5.68024 1.30429
H 3.24889 -3.06575 3.32863
H 0.09677 -1.07157 -1.89955
H -4.52813 0.09133 2.82541
C -1.17281 0.00974 3.31609
H 2.67650 -1.72784 5.37732
```

* HOMO level (spin up / spin down): -13.72 / -13.72 eV
* total charge: +2
* spin multiplicity: 1

Entry 2:
Computed, not measured: a cluster of 7 separate species, C27H55BN7O7 in total in a non-equilibrium geometry, with wB97M-V/def2-TZVPD.

Geometry as XYZ:
```
97
Properties=species:S:1:pos:R:3
O 3.17190 -8.33243 1.23453
C -1.66402 2.72090 0.07014
H 2.00075 -5.83694 -0.31764
C 6.06614 -4.59064 2.17547
H 4.67494 -2.58519 4.20416
H -1.58377 6.12934 1.19163
C -0.67895 5.12084 -2.51940
H -2.55078 -3.70529 -0.02419
H -1.39846 0.70478 1.31926
H 4.32201 -9.08796 2.72795
H -0.03473 -5.83876 -3.81489
H -4.30382 0.39688 0.24505
O 6.73648 -4.69981 1.15697
C 6.68518 -8.23548 2.10628
O 1.62516 10.86807 -3.33344
N 6.12670 -3.53807 3.06347
C -5.93776 3.47125 -1.74037
C -2.95112 6.93763 -0.74915
B -3.68792 1.20395 0.84188
N -7.28212 3.30550 -1.48475
H -3.87101 1.18607 2.01297
H 0.78726 4.92169 0.70528
H 7.38882 -8.75474 1.44938
C -1.18666 -2.43558 2.58567
H 1.64732 7.25374 -1.11013
H -3.03610 -4.73999 1.33925
H -2.24847 3.39698 0.85877
C -8.10237 4.47539 -1.24648
H 6.98348 -1.69448 3.59088
H 0.96471 8.41529 0.06578
H 0.10273 4.47263 -3.12883
N -2.37188 -2.83860 1.85796
O 0.84745 2.21354 0.73778
O -0.76774 -6.03297 -0.08888
H -1.30122 -4.44096 1.02298
C -3.56167 -2.14964 1.95727
H -7.17059 1.20900 -1.64273
C -2.30275 -4.00288 0.99895
H -0.73764 9.81009 -2.30719
H -0.05853 8.65452 -3.47705
H -5.40929 2.51825 -1.90682
H -3.50323 -1.28287 2.63587
H 7.10870 -7.27502 2.41368
C -7.90226 1.99755 -1.44666
H -1.94594 5.81258 -4.46991
H -3.90957 7.32589 -2.98653
H 8.06589 -2.85055 2.75954
N 0.68589 -6.24013 -1.87781
H -1.98704 0.54320 -0.55186
H 2.65481 8.58046 -0.47602
N 1.17885 9.12829 -1.87392
C 1.95564 10.13105 -2.41354
O -4.59828 -2.43482 1.37184
N 5.45681 -7.99385 1.37865
C 0.88543 -6.14321 -3.30873
H -0.87762 -3.25578 3.23992
C 5.50531 -7.19697 0.17000
H -4.10920 2.26512 0.47619
C -0.53067 -5.97074 -1.28827
H 1.66625 -5.40355 -3.50743
H -7.70802 5.01596 -0.38091
H -8.68726 1.95626 -2.20719
H -0.63772 8.07428 -1.88738
H 6.52815 -6.86955 -0.03528
H -2.10237 2.88909 -1.02160
C 4.24496 -8.49784 1.80003
H 2.69359 -6.81206 -1.64744
H -1.38009 -1.54625 3.19171
H 5.13506 -7.79688 -0.66664
C -0.14522 8.89650 -2.41365
H 2.94202 10.22079 -1.92959
H 4.85638 -6.32477 0.29271
C -0.62999 5.25299 -0.85279
C -1.73501 6.13916 0.01573
H 1.53509 -7.54447 -0.49825
C -0.06934 3.07301 0.21496
C 7.04836 -2.45109 2.80419
C -2.05411 1.16067 0.46412
H 6.50329 -8.84809 2.99353
H 4.65272 -4.36380 4.31976
C -3.01975 6.78521 -2.40870
H -9.14038 4.18705 -1.05953
H 5.33360 -5.36069 2.46809
H 5.94343 -3.43981 5.13069
H 1.19819 -7.11991 -3.68897
H -1.30788 -5.68195 -2.01474
C -1.91731 5.92865 -3.29549
C 1.64426 8.29747 -0.78310
H -0.38980 -2.21573 1.86943
H 6.80392 -2.00033 1.83777
H -3.72999 7.56747 -0.13489
H -8.34043 1.84282 -0.45654
C 5.29739 -3.48344 4.24922
N 0.50549 4.44613 -0.19106
O -5.35096 4.54461 -1.78709
H -8.05307 5.12881 -2.12255
C 1.80137 -6.63284 -1.04133
```

* HOMO level: -4.86 eV
* total charge: -1
* spin multiplicity: 1

Entry 3:
Computed, not measured: the molecule C3H3NO2, with wB97M-V/def2-TZVPD.

Geometry as XYZ:
```
9
Properties=species:S:1:pos:R:3
O -2.16405 0.54171 0.21826
C -1.75401 -0.59203 0.10776
O 1.89218 -0.16636 -0.32281
C 0.40098 -0.00297 -0.08712
H 1.14852 1.96318 -0.60519
N -0.41664 -0.96250 -0.08761
H 2.30500 -0.49292 0.49501
C 1.00818 1.17945 0.12894
H -2.42014 -1.46756 0.15276
```

* HOMO level: -9.45 eV
* total charge: 0
* spin multiplicity: 1

Entry 4:
Computed, not measured: the ion C8H14 with charge +1 in a non-equilibrium geometry, with wB97M-V/def2-TZVPD.

Geometry as XYZ:
```
22
Properties=species:S:1:pos:R:3
H 0.44686 -2.06947 -1.92016
H 1.86532 0.69692 0.41723
H -0.53719 -2.44910 0.59902
H 0.43407 1.57098 0.97741
C 0.99077 -2.18387 -0.97102
C 0.15023 -1.73681 0.16553
H -2.69053 -1.15760 0.18226
H 2.02053 2.96228 -1.13908
C -2.34609 -0.74257 1.19666
H -1.04260 0.45541 2.38002
C 0.01544 -0.47507 0.63767
H -3.26456 -0.44792 1.79998
C -1.15471 -0.20411 1.49244
H 0.37581 3.21042 -2.04152
H -0.66848 1.27329 -1.07444
H 0.56712 0.54311 -1.88720
C 0.88454 2.79571 -1.11133
H 2.02406 -1.61804 -0.94818
H 0.51058 3.31246 -0.33337
H 1.26309 -3.28029 -0.99157
C 0.78932 0.70231 0.30223
C 0.45317 1.34401 -1.04891
```

* expectation value of S²: 0.765
* HOMO level (spin up / spin down): -14.66 / -15.06 eV
* total charge: +1
* spin multiplicity: 2

Entry 5:
Computed, not measured: the ion C6H10IN4O2 with charge +1 in a non-equilibrium geometry, with wB97M-V/def2-TZVPD.

Geometry as XYZ:
```
23
Properties=species:S:1:pos:R:3
H -3.53059 -0.06542 1.86693
N 0.96485 -0.45052 -3.74427
H -2.64596 -1.11693 3.00633
C -1.39040 0.20324 1.68012
C 1.36735 0.42817 -1.83063
H -1.07745 1.26544 1.72533
N 2.56077 0.22696 -2.50190
N 0.37176 0.00001 -2.62270
C -2.65182 -0.11320 2.54823
H -1.63953 -0.01470 0.62063
C -0.15116 -0.65859 2.02948
N 2.22989 -0.30106 -3.64822
O -0.23222 -1.76832 2.36295
H 2.69126 -0.27096 0.52339
H -2.75869 0.68694 3.30322
H 1.19857 -1.13179 0.09332
C 1.19084 0.99712 -0.41573
O 1.10371 -0.01238 1.89145
H 0.16630 1.37676 -0.25386
H 0.39038 -0.85021 -4.48598
I -1.66384 -0.05605 -2.40930
H 1.92182 1.82250 -0.31035
C 1.58415 -0.19701 0.57156
```

* HOMO level: -13.67 eV
* structure (SMILES): CCC(=O)OCCc1nn[nH][n+]1I
* total charge: +1
* spin multiplicity: 1

Entry 6:
Computed, not measured: the molecule C4H9NO, with wB97M-V/def2-TZVPD.

Geometry as XYZ:
```
15
Properties=species:S:1:pos:R:3
H -2.50967 0.87755 -1.19630
H 2.09607 1.71287 1.80994
H -2.43163 -0.55832 -0.17352
C 0.45492 -1.70578 -0.11604
H 0.36164 1.87803 1.35595
H -1.72582 -0.58639 -1.80464
H 1.62591 2.32255 0.19060
N -0.64095 0.55844 -0.35383
C 0.30958 -0.20980 -0.02844
H 1.36351 -1.96296 -0.66906
H -0.40331 -2.19675 -0.57612
C -1.87245 0.03478 -0.91011
H 0.58623 -2.08452 0.90210
O 1.41975 0.28489 0.56770
C 1.36623 1.63542 1.00179
```

* HOMO level: -9.50 eV
* structure (SMILES): C/N=C(\C)OC
* total charge: 0
* spin multiplicity: 1

Entry 7:
Computed, not measured: a cluster of 2 separate species, C4H13NO in total in a non-equilibrium geometry, with wB97M-V/def2-TZVPD.

Geometry as XYZ:
```
19
Properties=species:S:1:pos:R:3
H 1.54944 1.15957 -1.24707
H 3.11385 1.86808 1.24341
N 1.11116 0.17353 0.41130
H -1.61720 0.69984 -0.33245
H 2.96976 0.21609 -0.66885
H -0.26126 -1.28251 0.61714
H -1.64954 -0.52029 -1.50378
H -4.99471 -3.18142 0.55231
C -0.95629 0.16865 -1.01865
H -0.33278 0.82612 -1.60776
H -5.61381 -3.32966 1.96903
H 1.73451 2.70210 0.65134
H 3.09344 2.81499 -0.39850
C 0.06904 -0.65704 -0.21162
H 0.46294 -1.41504 -0.92099
C 2.14220 0.87396 -0.37028
O -4.99495 -2.80548 1.45607
C 2.61671 2.14591 0.31114
H 1.55751 -0.45739 1.06821
```

* HOMO level: -8.56 eV
* structure (SMILES): CCNCC.O
* total charge: 0
* spin multiplicity: 1

E (eV)
-56090.1285 -54320.4103 -8740.1232 -8512.3068 -24529.9479 -7830.9359 -7895.5608
Relative energy (zero: lowest compared OMol25 entry of this formula, charge and spin) (kJ/mol)
41.7 1086.3 483.2 157.6 0.0 133.5 106.1